Density functional theory data (ωB97M-V/def2-TZVPD) for 2 unconnected molecules or ions with the total composition CH2N3 at a distorted geometry.

For the lowest unoccupied orbital energy, the calculation gives -0.201 Ha. Its orbital gap is 0.503 hartree. The net charge is +1. For the HOMO energy, the calculation gives -19.1 eV.

```
6
Properties=species:S:1:pos:R:3:forces:R:3
C 0.58959 0.45077 0.00072 2.65 -0.71 -0.03
N -1.40046 0.02245 0.02260 -1.95 -0.27 -0.01
N -2.48555 -0.09151 -0.01826 0.41 0.00 0.02
N 1.29297 -0.46237 0.00007 -0.95 0.82 0.01
H 0.40383 1.50303 -0.01049 -0.29 0.29 0.01
H 1.59961 -1.42237 0.00536 0.12 -0.12 0.00
```
Positions in Å, forces in eV/Å.

***

Density functional theory data (ωB97M-V/def2-TZVPD) for 2 unconnected molecules or ions with the total composition CH2N3O3 at a distorted geometry.

For the lowest unoccupied orbital energy (spin up / spin down), the calculation gives 0.150 / 0.152 Ha. Its orbital gap (spin up / spin down) is 0.215 / 0.235 hartree. The net charge is -1. For the HOMO energy (spin up / spin down), the calculation gives -1.8 / -2.3 eV.

```
9
Properties=species:S:1:pos:R:3:forces:R:3
C -0.36687 -0.33733 0.50247 -0.91 0.08 -4.06
N 1.37928 0.50660 -1.08972 -0.70 0.16 -1.54
N 0.10887 -0.31796 1.60597 1.10 -0.20 2.69
N -1.09753 -0.72100 -0.47034 0.29 -0.65 -0.06
O -2.39045 -0.81652 -0.54521 -0.71 0.06 0.47
O 0.91433 0.69335 -2.23995 0.58 -0.47 2.02
O 0.61886 0.96385 1.94782 -3.21 0.53 2.29
H -0.62000 -1.03925 -1.31432 0.48 0.61 0.07
H 1.45352 1.06825 1.60327 3.10 -0.12 -1.88
```
Positions in Å, forces in eV/Å.

***

Density functional theory data (ωB97M-V/def2-TZVPD) for 2 unconnected molecules or ions with the total composition CH2N4 at a distorted geometry.

For the lowest unoccupied orbital energy, the calculation gives 0.033 Ha. Its orbital gap is 0.352 hartree. For the HOMO energy, the calculation gives -8.7 eV.

```
7
Properties=species:S:1:pos:R:3:forces:R:3
C 0.19691 -1.76119 -0.12810 -3.47 -2.78 -0.95
N 2.00070 -0.22784 -0.39528 0.57 0.52 0.01
N 4.08522 2.35363 -1.43730 0.20 1.72 0.57
N 1.15023 -0.95020 -0.26696 0.32 0.21 0.07
N 3.95596 1.33233 -1.75869 -0.08 -1.63 -0.67
H -0.14584 -2.23075 0.80171 0.90 0.79 -0.06
H -0.43822 -2.15302 -1.00203 1.56 1.17 1.03
```
Positions in Å, forces in eV/Å.

***

Density functional theory data (ωB97M-V/def2-TZVPD) for CH2N4O in the gas phase at a distorted geometry.

For the lowest unoccupied orbital energy, the calculation gives -0.007 Ha. Its orbital gap is 0.357 hartree. For the HOMO energy, the calculation gives -9.9 eV. Its structure (SMILES) is [H]/N=c1\nn[nH]o1.

```
8
Properties=species:S:1:pos:R:3:forces:R:3
C -0.15666 -0.25101 -0.62911 0.66 -0.29 -1.75
H -0.87798 -1.53317 -1.70007 0.32 0.61 -0.47
H 0.63496 1.74366 1.35573 -0.25 0.67 0.81
N -0.31994 -0.66531 -1.81854 -0.58 -0.43 1.40
N -0.57111 -0.81479 0.58825 0.03 0.29 0.76
N -0.08167 -0.13329 1.51526 -0.09 0.06 0.26
N 0.76163 0.81114 1.03107 -0.03 -0.94 -0.31
O 0.61077 0.84277 -0.34259 -0.06 0.02 -0.71
```
Positions in Å, forces in eV/Å.

***

Density functional theory data (ωB97M-V/def2-TZVPD) for CH2N4O in the gas phase at a distorted geometry.

For the lowest unoccupied orbital energy, the calculation gives 0.009 Ha. Its orbital gap is 0.358 hartree. For the HOMO energy, the calculation gives -9.5 eV. Its structure (SMILES) is [H]/N=c1\nn[nH]o1.

```
8
Properties=species:S:1:pos:R:3:forces:R:3
C -0.76749 -0.01652 -0.03208 1.45 0.44 1.02
H -2.57014 0.69773 -0.08033 1.23 -1.02 0.25
H 2.24395 -0.98617 0.16179 -2.44 0.96 -0.31
N -1.97509 -0.16040 0.00676 -3.21 0.06 -0.53
N -0.00090 1.18521 0.03280 1.56 -1.16 -0.46
N 1.23562 0.83930 0.00914 -1.49 -1.19 0.09
N 1.32004 -0.49046 -0.07995 2.89 -0.10 0.18
O 0.10918 -1.15350 0.04122 0.00 2.02 -0.24
```
Positions in Å, forces in eV/Å.

***

Density functional theory data (ωB97M-V/def2-TZVPD) for CH2N4O2 in the gas phase at a distorted geometry.

For the lowest unoccupied orbital energy, the calculation gives 0.003 Ha. Its orbital gap is 0.370 hartree. For the HOMO energy, the calculation gives -10.0 eV. Its structure (SMILES) is [H]/N=c1\onnn1O.

```
9
Properties=species:S:1:pos:R:3:forces:R:3
C -0.31846 -0.64672 0.00096 -2.54 1.18 0.59
H -0.53533 2.39624 0.51265 0.60 -1.80 -1.98
H -1.84187 -1.83711 -0.26280 0.34 -0.05 0.16
N 0.28245 0.63876 0.28650 -0.97 0.72 -1.68
N 1.59017 0.58578 -0.07486 1.20 -2.41 1.51
N 1.95291 -0.62810 -0.07767 -0.95 2.54 -1.10
N -1.59685 -0.87859 -0.03168 3.12 0.74 -0.14
O -0.30704 1.77149 -0.27946 -0.84 1.16 2.39
O 0.77402 -1.40175 -0.07365 0.04 -2.09 0.26
```
Positions in Å, forces in eV/Å.

***

Density functional theory data (ωB97M-V/def2-TZVPD) for 3 unconnected molecules or ions with the total composition CH2N4O2 at a distorted geometry.

For the lowest unoccupied orbital energy (spin up / spin down), the calculation gives 0.026 / 0.026 Ha. Its orbital gap (spin up / spin down) is 0.318 / 0.313 hartree. For the HOMO energy (spin up / spin down), the calculation gives -8.0 / -7.8 eV.

```
9
Properties=species:S:1:pos:R:3:forces:R:3
C -1.07501 1.93195 -1.27287 -0.37 2.08 2.97
N -0.24652 -1.35014 -0.90062 -0.37 -0.17 1.17
N 1.31802 -0.82935 2.20624 0.94 -0.24 -0.40
N 0.75806 -0.88999 -0.51881 0.38 0.08 -0.51
N 0.31372 -0.61865 1.65541 -0.19 0.19 1.17
O -0.95997 1.23728 -2.14124 0.48 -2.99 -4.06
O -1.19636 2.62584 -0.36686 -0.14 0.96 1.06
H -0.39259 -1.37257 -1.90052 0.00 -0.05 -1.34
H 1.48065 -0.73436 3.23926 -0.72 0.14 -0.05
```
Positions in Å, forces in eV/Å.

***

Density functional theory data (ωB97M-V/def2-TZVPD) for 3 unconnected molecules or ions with the total composition CH2N4O2 at a distorted geometry.

For the lowest unoccupied orbital energy, the calculation gives 0.015 Ha. Its orbital gap is 0.327 hartree. For the HOMO energy, the calculation gives -8.5 eV.

```
9
Properties=species:S:1:pos:R:3:forces:R:3
C -2.20949 0.47285 0.29521 -0.54 -1.27 -2.42
N 1.15543 0.71059 -0.30893 0.02 -4.32 1.43
N 0.66155 -1.80585 0.60777 1.15 -1.41 -1.92
N 1.54986 0.33157 -1.39482 -0.43 1.52 0.99
N 1.18459 -2.18754 -0.29681 -1.18 0.64 1.86
O -1.72504 1.34142 0.83741 1.19 2.22 2.30
O -2.62702 -0.32406 -0.42463 -0.62 -0.97 0.12
H 1.11315 1.56977 0.22400 0.23 1.53 -0.93
H 0.89696 -0.10874 0.46080 0.18 2.05 -1.43
```
Positions in Å, forces in eV/Å.

***

Density functional theory data (ωB97M-V/def2-TZVPD) for 3 unconnected molecules or ions with the total composition CH2N4O2S at a distorted geometry.

For the lowest unoccupied orbital energy, the calculation gives -0.012 Ha. Its orbital gap is 0.371 hartree. For the HOMO energy, the calculation gives -10.4 eV.

```
10
Properties=species:S:1:pos:R:3:forces:R:3
C -2.30472 1.48638 -0.23343 -0.68 0.67 -1.13
N 1.41121 -1.22176 -0.64252 -2.54 -2.58 0.36
N -0.68186 -2.06878 -0.07015 -2.50 -1.96 1.89
N -1.95882 0.78428 0.59162 0.38 -0.50 0.74
N 0.43851 -1.74046 -0.29887 3.50 2.64 -0.53
O 2.18689 0.65884 1.43494 0.45 -0.33 -0.47
O 1.93476 1.79638 -0.67929 0.19 -0.23 -0.40
S 2.59746 0.75659 0.05495 -0.19 1.33 1.20
H -2.70499 2.08723 -1.03749 0.32 -0.18 0.42
H -0.91845 -2.53871 0.88024 1.06 1.14 -2.08
```
Positions in Å, forces in eV/Å.

***

Density functional theory data (ωB97M-V/def2-TZVPD) for a molecular structure, CH2N4O2S at a distorted geometry.

For the lowest unoccupied orbital energy (spin up / spin down), the calculation gives 0.024 / -0.151 Ha. Its orbital gap (spin up / spin down) is 0.304 / 0.222 hartree. Its multiplicity is 3. For the HOMO energy (spin up / spin down), the calculation gives -7.6 / -10.2 eV.

```
10
Properties=species:S:1:pos:R:3:forces:R:3
C -1.46881 0.84086 0.02879 -1.93 0.74 -2.72
N -0.13024 -1.91579 2.01058 1.46 1.23 0.70
N 1.79756 -0.67416 1.64561 1.39 -0.55 0.55
N -0.41463 0.82746 0.44631 1.17 0.16 0.96
N 0.75975 -1.27390 1.71916 -1.86 -1.65 1.31
O -0.48443 -3.62054 0.00522 3.07 -2.77 -1.06
O -1.92009 -1.63914 -0.09766 -1.19 1.31 -0.25
S -1.59545 -2.91946 0.53830 -2.95 0.32 0.11
H -2.28359 0.95470 -0.73201 0.83 -0.34 1.64
H 1.70407 0.01662 0.95584 0.01 1.56 -1.24
```
Positions in Å, forces in eV/Å.

***

Density functional theory data (ωB97M-V/def2-TZVPD) for a molecular structure, CH2N4OS at a distorted geometry.

For the lowest unoccupied orbital energy, the calculation gives -0.016 Ha. Its orbital gap is 0.335 hartree. For the HOMO energy, the calculation gives -9.5 eV.

```
9
Properties=species:S:1:pos:R:3:forces:R:3
C 0.53293 -0.06528 -0.11585 -1.95 1.09 3.91
H -2.21369 -1.09600 -0.91954 0.97 4.72 -1.64
H -0.77538 0.33141 -1.87543 -3.57 -1.41 2.41
N -1.84509 0.13914 -0.95821 2.82 -5.12 -1.07
N -0.89703 -0.12989 0.11274 2.26 0.95 -1.26
N -1.27833 0.10584 1.34511 5.05 2.70 2.51
N -0.17713 0.49782 2.04546 -2.55 -2.31 -2.63
O 0.99900 0.36104 1.19462 -2.83 -0.99 -2.40
S 1.32391 -0.37640 -1.49266 -0.20 0.37 0.18
```
Positions in Å, forces in eV/Å.

***

Density functional theory data (ωB97M-V/def2-TZVPD) for CH2N4OS in the gas phase at a distorted geometry.

For the lowest unoccupied orbital energy, the calculation gives -0.009 Ha. Its orbital gap is 0.337 hartree. For the HOMO energy, the calculation gives -9.4 eV. Its structure (SMILES) is [H]/N=c1\nnon1S.

```
9
Properties=species:S:1:pos:R:3:forces:R:3
C -0.54521 0.53622 -0.26132 -0.79 1.25 2.03
H 2.37074 -0.54835 1.29761 -0.32 1.03 -2.96
H -1.43110 2.15904 -0.11191 -0.15 0.22 0.20
N 0.52441 -0.33121 -0.28795 3.81 2.92 -0.83
N -1.12453 -1.53167 -0.05592 -5.08 -0.51 0.18
N -1.70936 -0.36968 -0.09732 4.90 -2.37 -0.63
N -0.48095 1.81084 -0.07639 0.04 -1.93 -1.11
O 0.18006 -1.61501 -0.21534 -1.81 0.00 0.23
S 2.21592 -0.11017 -0.19146 -0.60 -0.61 2.90
```
Positions in Å, forces in eV/Å.